Density functional theory data (wB97M-V/def2-TZVPD) for a cluster of 14 separate species, C14H56N28O14 in total at a distorted geometry.

## Properties
total charge = 0
total energy = -85819.819 eV
F_max = 9.48 eV/A
2S+1 = 1
energy relative to the best compared isomer or geometry (same formula, charge and spin) = 12.690 eV

Cartesian coordinates (Å):
1 O 0.200200 -3.018838 5.073214
2 O 6.297176 -0.141917 -4.289486
3 O 2.802439 3.087473 5.623483
4 O 3.114745 -6.207687 -2.245006
5 O -5.258296 2.117077 6.559040
6 O -1.764623 -8.309864 1.810841
7 O 4.753545 6.412573 -1.314869
8 O 1.028084 1.066238 -0.987547
9 O -1.600646 1.559880 -5.659709
10 O -2.122528 7.590306 6.133928
11 O -4.372735 -0.664964 0.478231
12 O -0.277282 -2.766523 -8.965399
13 O -2.377528 -5.153422 -4.404449
14 O -3.445592 6.679877 -0.060900
15 N 3.325975 5.827497 0.313361
16 N 1.570739 -1.890547 -7.932883
17 N -5.202769 -1.357709 -1.531565
18 N 3.198031 7.838334 -0.660958
19 N -3.387010 -7.122594 -3.800964
20 N 5.871657 1.606963 -3.036687
21 N 3.791504 3.298055 7.643541
22 N 0.250874 -7.460339 2.205341
23 N -3.302188 0.269252 -6.055480
24 N -0.311900 6.671707 7.247041
25 N -1.322995 -6.096242 1.675993
26 N 0.103241 -1.751534 6.966556
27 N 2.812145 -4.774875 -3.995614
28 N -3.623578 2.331989 -5.413441
29 N 0.811697 0.213915 0.965053
30 N -2.222543 5.394438 -1.379210
31 N -4.894880 -0.002072 5.767592
32 N 4.744928 -5.006183 -2.943297
33 N -6.390108 -0.148395 -0.247957
34 N -3.307224 4.478759 0.225328
35 N -3.735799 1.595197 5.044437
36 N 0.391795 -1.187619 -0.597699
37 N 4.696623 4.181737 5.977005
38 N 0.482834 -3.870243 7.128525
39 N -2.586499 -6.771675 -5.806551
40 N 7.958949 0.889899 -3.232572
41 N 1.606408 -3.530971 -9.428289
42 N -0.713176 6.176957 5.213950
43 C 0.255001 -2.891676 6.315749
44 C -1.165154 6.868859 6.221092
45 C -2.755515 -6.284292 -4.599826
46 C -2.717929 1.389131 -5.686842
47 C 0.787009 0.075384 -0.313917
48 C -5.277162 -0.774209 -0.373923
49 C 6.707596 0.737699 -3.524556
50 C 3.792527 6.658306 -0.569042
51 C 3.701245 3.482525 6.358016
52 C 3.544297 -5.397046 -3.063787
53 C -4.709532 1.308476 5.841157
54 C -3.022926 5.583322 -0.328309
55 C -0.990979 -7.357224 1.909544
56 C 0.887978 -2.670147 -8.806868
57 H -2.137650 -6.081583 -6.391713
58 H 0.125551 -1.751448 7.976314
59 H -1.060704 6.344991 4.280624
60 H 8.516006 0.191435 -3.703656
61 H -7.225877 -0.508578 -0.685941
62 H -3.198733 3.147130 -4.994906
63 H -0.379768 6.968403 8.210093
64 H 5.203732 4.558808 6.764877
65 H -2.240338 -5.774483 1.402012
66 H -4.129486 4.419361 0.808829
67 H 1.848541 -5.023928 -4.167502
68 H 0.179573 -1.788012 0.186260
69 H -4.604723 2.282854 -5.648054
70 H 0.466994 6.047016 7.094787
71 H -1.812575 4.483810 -1.530205
72 H 3.502614 4.834421 0.365482
73 H 5.229814 -5.495644 -2.204785
74 H -0.698992 -5.429669 2.107724
75 H -3.637575 -6.802331 -2.876439
76 H -2.075620 6.091638 -2.095041
77 H 0.412741 -3.883909 8.136000
78 H 3.620931 8.454159 -1.340667
79 H 0.615650 -4.802467 6.763260
80 H -4.146318 0.115651 -5.522599
81 H 0.200606 -1.400016 -1.566426
82 H 0.646552 -0.636316 1.484611
83 H -5.668161 -0.433129 6.253713
84 H 2.573599 -1.922890 -7.817372
85 H 0.950941 -1.275998 -7.424671
86 H 4.929785 1.271522 -2.893781
87 H 6.134442 2.327276 -2.379268
88 H -2.906384 -7.694099 -6.065234
89 H -4.370316 -0.417648 5.011124
90 H 0.172134 5.691320 5.192135
91 H 5.120257 -4.172694 -3.372858
92 H 1.284908 -4.025898 -10.247909
93 H -2.807416 -0.542793 -6.395876
94 H 0.948143 -6.789260 1.916238
95 H -6.424370 0.312516 0.650092
96 H 4.879841 4.416303 5.011851
97 H -3.326750 2.499903 5.229608
98 H 2.414144 8.082435 -0.072706
99 H 2.536017 -3.298231 -9.109284
100 H 2.864625 6.220642 1.121255
101 H -5.982766 -1.692669 -2.078860
102 H 0.511455 -8.429464 2.319371
103 H -4.263150 -1.702976 -1.665653
104 H 8.316479 1.519227 -2.528149
105 H 4.743777 3.022320 7.836523
106 H 3.200891 -3.998751 -4.511945
107 H -3.337949 0.929506 4.397385
108 H -3.549927 -8.030159 -4.213138
109 H -0.063561 -0.864624 6.513058
110 H 1.000579 1.172366 1.221578
111 H -2.753252 3.737607 -0.179542
112 H 3.020892 2.744029 7.988959

Atoms 1-6, force components in eV/Å:
0.1 0.3 1.5
0.4 -0.4 0.2
-0.5 -0.1 0.1
-0.9 -0.8 -0.5
-0.6 0.2 0.6
0.1 0.1 0.2

Löwdin atomic charge list, values in e, 8 entries:
1. O -0.017
2. O -0.008
3. O 0.020
4. O 0.000
5. O 0.042
6. O 0.011
7. O -0.009
8. O 0.013

Density functional theory data (wB97M-V/def2-TZVPD) for a cluster of 17 separate species, C14H62O24 in total at a distorted geometry.

## Properties
total charge = 0
total energy = -64656.576 eV
F_max = 3.91 eV/A
2S+1 = 1
energy relative to the best compared isomer or geometry (same formula, charge and spin) = 5.491 eV

Cartesian coordinates (Å):
1 O 4.225000 11.555000 9.331000
2 O 3.462000 6.931000 8.963000
3 O 5.492000 4.304000 11.297000
4 O 9.335000 5.177000 5.909000
5 O 4.966000 8.355000 10.889000
6 O 3.255000 9.995000 12.279000
7 O 6.641000 11.185000 7.344000
8 O 7.322000 7.034000 11.373000
9 O 10.623000 7.221000 14.505000
10 O 4.981000 5.230000 15.119000
11 O 5.682000 9.749000 14.225000
12 O 9.735000 5.433000 11.537000
13 O 8.176000 6.791000 8.842000
14 O 9.165000 9.585000 14.047000
15 O 7.693000 11.763000 13.540000
16 O 7.182000 7.833000 15.134000
17 O 6.137000 8.013000 5.475000
18 O 5.296000 16.290000 9.754000
19 O 6.385000 12.906000 10.390000
20 O 5.606000 5.429000 8.754000
21 O 10.649000 9.706000 11.182000
22 O 7.397000 2.226000 13.464000
23 O 8.810000 9.309000 8.319000
24 O 8.538000 11.440000 10.109000
25 C 10.083000 5.320000 12.866000
26 C 6.104000 10.032000 6.785000
27 C 6.155000 8.857000 10.345000
28 C 7.273000 8.447000 11.347000
29 C 6.686000 3.394000 13.162000
30 C 6.541000 6.825000 14.504000
31 C 6.241000 14.237000 10.690000
32 C 8.710000 6.048000 6.755000
33 C 8.586000 5.582000 8.159000
34 C 10.055000 6.803000 13.242000
35 C 6.886000 9.170000 5.785000
36 C 5.578000 14.942000 9.502000
37 C 5.815000 6.185000 15.595000
38 C 6.716000 3.648000 11.663000
39 H 9.886000 10.163000 10.921000
40 H 7.711000 11.911000 10.125000
41 H 4.740000 14.342000 9.244000
42 H 7.589000 11.030000 7.487000
43 H 7.269000 6.123000 14.007000
44 H 7.896000 4.727000 8.294000
45 H 6.025000 15.135000 8.491000
46 H 6.733000 7.865000 16.019000
47 H 5.215000 10.420000 6.305000
48 H 10.668000 8.809000 10.821000
49 H 6.402000 6.802000 11.436000
50 H 5.564000 14.376000 11.593000
51 H 6.999000 8.892000 12.345000
52 H 6.427000 9.168000 14.208000
53 H 8.284000 2.543000 13.534000
54 H 6.862000 2.721000 11.229000
55 H 6.998000 4.140000 13.831000
56 H 5.915000 7.217000 13.716000
57 H 4.667000 7.928000 10.077000
58 H 9.878000 7.720000 14.926000
59 H 7.253000 9.707000 4.900000
60 H 5.817000 16.981000 9.230000
61 H 6.778000 11.566000 13.279000
62 H 5.660000 9.478000 7.541000
63 H 8.535000 10.865000 9.381000
64 H 9.078000 7.077000 6.564000
65 H 3.722000 11.973000 10.057000
66 H 8.622000 10.409000 13.796000
67 H 5.207000 6.898000 16.138000
68 H 8.339000 8.499000 8.499000
69 H 4.943000 9.149000 14.437000
70 H 4.264000 6.412000 8.695000
71 H 8.470000 9.048000 14.450000
72 H 9.033000 7.116000 13.171000
73 H 9.617000 5.324000 8.547000
74 H 7.821000 12.660000 13.211000
75 H 7.834000 6.592000 9.727000
76 H 7.506000 4.331000 11.448000
77 H 6.219000 8.273000 9.368000
78 H 5.335000 4.780000 9.476000
79 H 4.840000 3.685000 11.478000
80 H 9.532000 9.108000 7.721000
81 H 11.036000 4.817000 12.976000
82 H 4.002000 11.785000 8.398000
83 H 3.922000 10.621000 12.607000
84 H 3.813000 9.432000 11.715000
85 H 6.000000 9.898000 9.987000
86 H 10.545000 7.516000 12.609000
87 H 7.154000 14.672000 10.995000
88 H 5.483000 12.485000 10.295000
89 H 5.556000 4.882000 7.958000
90 H 6.367000 5.684000 16.343000
91 H 4.312000 5.565000 14.500000
92 H 7.767000 8.835000 6.252000
93 H 3.396000 7.672000 8.371000
94 H 7.639000 5.965000 6.417000
95 H 9.223000 4.835000 13.441000
96 H 9.564000 6.366000 11.355000
97 H 10.256000 5.282000 6.097000
98 H 8.064000 9.043000 11.076000
99 H 5.658000 3.145000 13.595000
100 H 5.225000 8.170000 5.330000

Atoms 1-6, force components in eV/Å:
0.2 -0.3 0.0
0.5 -0.3 0.3
1.9 1.4 -1.2
0.8 -1.2 -0.9
-0.8 -0.5 -0.1
0.5 0.7 0.1

Löwdin atomic charge list, values in e, 8 entries:
1. O -0.060
2. O -0.059
3. O -0.052
4. O -0.023
5. O -0.089
6. O -0.077
7. O -0.049
8. O -0.067